1.
Below is a molecular structure, C5H11NO2, with properties calculated with ωB97M-V/def2-TZVPD.

Last column: natural (NBO) charge in e.
Atoms and positions in Å:
C  0.468  -0.245  -0.913  0.00
C  0.078  0.024  0.426  -0.30
C  -0.878  -2.213  2.148  -0.26
C  -0.625  2.252  -1.272  -0.68
C  0.584  1.511  -0.781  0.31
O  -1.249  -1.629  0.904  -0.73
O  1.644  -0.998  -1.060  -0.70
N  1.696  2.106  -0.679  -0.59
H  1.785  -1.197  -1.994  0.48
H  -0.322  -0.418  -1.644  0.22
H  2.450  1.454  -0.452  0.35
H  -1.327  -0.612  0.971  0.50
H  0.853  -0.198  1.158  0.18
H  -1.621  -2.972  2.396  0.18
H  -0.832  -1.465  2.946  0.17
H  0.097  -2.695  2.047  0.17
H  -1.510  1.951  -0.711  0.24
H  -0.477  3.324  -1.168  0.24
H  -0.814  2.020  -2.323  0.22

Cartesian forces (eV/Å) of the 6 atoms listed first:
0.4 0.5 1.9
-0.2 0.8 -1.0
-0.2 0.1 -0.2
-0.4 -0.3 0.2
0.4 -0.4 -1.0
-0.3 0.4 0.3

The energy above the lowest of the compared OMol25 structures with the same formula, charge and spin comes out at 5.859 eV. The HOMO-LUMO gap comes out at 8.85 eV. For the total energy, the calculation gives -402.1628 Ha. For the highest occupied orbital energy, the calculation gives -8.63 eV. For the max |F|, the calculation gives 0.039 Eh/bohr.

=====

2.
Below is a single C24H30N2O3 molecule, with properties calculated with ωB97M-V/def2-TZVPD.

Last column: natural (NBO) charge in e.
Atoms and positions in Å:
C  -3.215  -3.599  0.002  -0.63
C  -2.441  -2.372  0.387  0.00
C  -1.156  -2.505  0.893  -0.22
C  -0.431  -1.390  1.262  -0.21
C  -0.965  -0.129  1.094  -0.21
C  -2.255  0.029  0.592  0.14
C  -3.012  -1.105  0.266  -0.04
C  -4.443  -0.970  -0.165  -0.65
H  -5.053  -1.732  0.316  0.22
H  -4.829  0.007  0.115  0.23
H  -4.549  -1.096  -1.244  0.21
N  -2.864  1.300  0.464  -0.46
C  -3.040  1.807  -0.878  -0.22
H  -3.724  2.660  -0.816  0.19
C  -1.697  2.240  -1.509  -0.24
N  -0.783  2.660  -0.468  -0.44
C  0.561  2.579  -0.530  0.66
O  1.277  2.976  0.372  -0.63
C  1.172  2.042  -1.832  -0.16
O  0.726  0.766  -2.248  -0.50
C  1.227  -0.362  -1.652  0.24
C  0.597  -1.558  -1.997  -0.23
C  1.017  -2.774  -1.496  -0.21
C  2.081  -2.841  -0.609  -0.22
C  2.705  -1.667  -0.252  -0.07
C  2.304  -0.438  -0.776  0.27
O  3.072  0.594  -0.337  -0.52
C  3.892  0.127  0.752  0.27
C  5.289  0.708  0.564  -0.62
H  5.696  0.402  -0.397  0.21
H  5.947  0.364  1.357  0.21
H  5.237  1.794  0.588  0.22
C  3.258  0.632  2.049  -0.63
H  2.302  0.138  2.213  0.21
H  3.074  1.700  1.963  0.24
H  3.910  0.440  2.897  0.21
C  3.862  -1.417  0.670  -0.44
H  3.720  -1.868  1.652  0.22
H  4.789  -1.813  0.245  0.22
H  2.411  -3.786  -0.203  0.21
H  0.503  -3.675  -1.794  0.21
H  -0.239  -1.504  -2.676  0.22
H  0.888  2.720  -2.645  0.20
H  2.256  2.064  -1.705  0.23
C  -1.410  3.309  0.666  -0.26
C  -2.422  2.361  1.346  -0.22
H  -3.309  2.940  1.635  0.19
H  -2.007  1.917  2.250  0.22
H  -0.617  3.605  1.354  0.26
H  -1.918  4.212  0.307  0.19
H  -1.261  1.399  -2.046  0.24
H  -1.867  3.063  -2.218  0.18
H  -3.496  1.046  -1.510  0.22
H  -0.368  0.732  1.352  0.21
H  0.565  -1.505  1.663  0.21
H  -0.723  -3.488  1.005  0.21
H  -2.574  -4.476  0.034  0.22
H  -4.049  -3.761  0.685  0.22
H  -3.621  -3.501  -1.003  0.21

Cartesian forces (eV/Å) of the 6 atoms listed first:
0.0 0.1 0.0
0.2 0.0 0.0
-0.1 0.0 0.1
0.0 0.0 0.1
0.0 0.0 0.0
0.0 -0.2 0.1

As for the SMILES: Cc1cccc(N2CCN(C(=O)COc3cccc4c3OC(C)(C)C4)CC2)c1C. The energy above the lowest of the compared OMol25 structures with the same formula, charge and spin comes out at 2.471 eV. The HOMO-LUMO gap comes out at 8.54 eV. For the total energy, the calculation gives -1267.7755 Ha. For the highest occupied orbital energy, the calculation gives -7.75 eV. For the max |F|, the calculation gives 0.016 Eh/bohr.

=====

3.
Below is 12 unconnected molecules or ions with the total composition C43H76O29S7, with properties calculated with ωB97M-V/def2-TZVPD.

Last column: Mulliken charge in e.
Atoms and positions in Å:
C  5.019  0.253  -0.145  -0.11
C  4.663  -0.376  -1.477  0.52
O  4.126  -1.646  -1.043  -0.13
C  4.182  -1.848  0.245  0.56
O  3.791  -2.836  0.761  -0.59
O  4.913  -0.905  0.830  -0.37
H  4.356  1.031  0.216  -0.21
H  6.022  0.702  -0.049  0.35
H  5.559  -0.668  -2.032  0.46
H  4.043  0.202  -2.152  -0.50
C  1.156  -3.988  -0.107  1.35
C  2.050  -5.095  -0.681  0.02
O  1.062  -6.080  -1.043  -0.46
C  -0.196  -5.739  -0.884  0.50
O  -1.220  -6.328  -1.063  -0.57
O  -0.156  -4.421  -0.449  -0.09
H  1.207  -3.102  -0.749  -0.80
H  1.184  -3.777  0.981  -0.20
H  2.854  -5.550  -0.140  0.25
H  2.535  -4.884  -1.630  0.08
C  -5.592  1.686  -0.173  0.01
C  -5.231  1.171  1.184  0.72
O  -5.408  2.347  2.006  -0.39
C  -5.214  3.444  1.214  0.64
O  -4.973  4.496  1.614  -0.50
O  -5.250  3.095  -0.075  -0.37
H  -6.672  1.581  -0.301  0.40
H  -5.014  1.271  -1.024  -0.15
H  -4.226  0.818  1.345  -0.60
H  -5.985  0.462  1.534  0.35
C  -3.554  2.817  -2.966  1.61
C  -3.475  2.534  -4.482  -0.19
O  -3.007  3.791  -5.026  -0.45
C  -2.475  4.599  -4.001  0.64
O  -1.847  5.588  -4.152  -0.56
O  -2.693  4.030  -2.856  -0.31
H  -3.222  1.990  -2.291  -1.47
H  -4.530  3.233  -2.643  0.24
H  -4.396  2.424  -4.951  0.44
H  -2.703  1.786  -4.739  0.09
C  3.674  -2.479  -4.079  -0.27
C  2.799  -1.209  -4.096  0.91
O  3.827  -0.188  -4.513  -0.36
C  4.900  -0.809  -4.964  0.57
O  5.754  -0.176  -5.585  -0.64
O  4.922  -2.062  -4.663  -0.38
H  3.280  -3.305  -4.684  0.34
H  3.915  -2.935  -3.118  0.05
H  2.346  -0.991  -3.127  -0.91
H  2.042  -1.223  -4.881  0.68
C  1.164  4.287  -0.430  0.53
C  1.036  5.711  0.196  -0.98
C  2.005  5.764  1.447  -0.89
S  2.110  4.057  2.023  1.30
O  1.407  3.985  3.284  -0.83
O  3.413  3.514  1.940  -0.72
C  1.059  3.352  0.783  0.26
H  2.214  4.191  -0.867  -0.08
H  0.493  4.061  -1.223  -0.24
H  0.003  5.905  0.445  0.38
H  1.401  6.453  -0.457  0.49
H  1.629  6.360  2.276  0.45
H  2.961  6.142  1.099  0.36
H  0.025  3.428  1.149  0.07
H  1.386  2.327  0.726  -0.25
C  -1.128  -3.515  -4.141  -0.02
C  -2.385  -4.346  -3.992  -0.93
C  -3.355  -3.693  -2.946  -0.44
S  -3.199  -1.912  -3.353  0.78
O  -3.052  -1.087  -2.165  -0.38
O  -4.261  -1.473  -4.245  -0.75
C  -1.625  -2.080  -4.381  0.24
H  -0.532  -3.859  -4.933  0.65
H  -0.513  -3.659  -3.237  -0.37
H  -2.121  -5.366  -3.702  0.43
H  -2.917  -4.421  -4.993  0.35
H  -2.825  -3.780  -1.968  0.01
H  -4.379  -4.053  -3.026  0.52
H  -1.067  -1.208  -4.080  -0.64
H  -1.910  -1.835  -5.387  0.54
C  -2.305  1.351  6.232  -0.85
C  -1.177  2.465  6.381  -0.51
C  -0.986  3.097  5.027  -0.76
S  -1.292  1.722  3.827  1.39
O  0.059  1.435  3.347  -0.57
O  -2.383  1.943  2.869  -0.81
C  -1.948  0.517  4.950  -0.37
H  -3.288  1.886  6.148  0.28
H  -2.263  0.668  7.041  0.50
H  -0.275  1.926  6.699  0.17
H  -1.363  3.221  7.123  0.43
H  0.042  3.479  4.695  0.26
H  -1.699  3.861  4.857  0.48
H  -1.265  -0.242  5.260  0.16
H  -2.849  0.138  4.477  0.17
C  3.775  -0.083  5.365  -0.95
C  4.412  -0.883  4.244  -0.03
C  3.858  -2.320  4.301  -0.92
S  2.187  -2.167  4.840  1.09
O  2.021  -3.021  6.009  -0.82
O  1.246  -2.226  3.700  -0.35
C  2.301  -0.430  5.356  0.09
H  3.927  1.013  5.238  0.35
H  4.176  -0.368  6.317  0.40
H  5.503  -0.974  4.291  0.47
H  4.126  -0.444  3.291  -0.17
H  4.343  -2.894  5.059  0.41
H  3.959  -2.912  3.415  0.28
H  1.729  -0.332  6.250  0.60
H  1.831  0.117  4.569  -0.48
C  -1.517  -4.614  4.030  -0.84
C  -2.965  -5.068  4.463  -0.86
C  -3.761  -3.770  4.557  -0.80
S  -3.412  -2.998  2.993  1.02
O  -3.240  -1.563  3.331  -0.55
O  -4.287  -3.314  1.933  -0.67
C  -1.694  -3.883  2.735  0.22
H  -0.799  -5.479  4.037  0.38
H  -1.152  -4.010  4.812  0.30
H  -2.909  -5.565  5.423  0.46
H  -3.408  -5.832  3.770  0.28
H  -3.363  -2.929  5.147  0.30
H  -4.829  -3.773  4.592  0.53
H  -0.964  -3.030  2.767  -0.47
H  -1.769  -4.461  1.845  0.67
C  3.174  2.644  -5.293  -0.59
C  2.342  3.724  -5.979  -0.64
C  0.879  3.097  -5.928  -1.07
S  0.735  2.395  -4.308  1.30
O  0.221  1.060  -4.282  -0.77
O  0.071  3.355  -3.442  -0.68
C  2.502  2.429  -3.889  0.58
H  4.171  2.913  -5.109  0.56
H  3.211  1.640  -5.761  0.23
H  2.655  3.973  -6.998  0.40
H  2.272  4.630  -5.379  0.30
H  0.721  2.347  -6.657  0.45
H  0.017  3.740  -5.835  0.49
H  2.708  1.486  -3.368  -1.08
H  2.671  3.222  -3.213  0.35
C  -1.860  0.786  -0.012  1.49
C  -1.550  -0.570  0.564  0.42
C  0.031  -0.639  0.642  0.45
S  0.472  -0.013  -0.966  0.95
O  0.404  -1.100  -1.977  -0.09
O  1.747  0.717  -0.884  -0.39
C  -0.876  1.111  -1.179  0.19
H  -1.754  1.576  0.754  0.04
H  -2.840  0.894  -0.456  -1.47
H  -2.029  -1.427  0.012  0.42
H  -1.823  -0.760  1.610  -0.56
H  0.494  -1.636  0.818  -0.54
H  0.422  0.135  1.374  -0.17
H  -1.234  0.914  -2.170  0.65
H  -0.472  2.122  -1.041  -1.18

Cartesian forces (eV/Å) of the 6 atoms listed first:
0.5 0.0 1.6
1.5 -0.9 0.6
-1.5 0.4 -2.6
1.6 0.5 0.1
-0.9 -1.2 1.0
0.1 2.1 -0.6

As for the SMILES: O=S1(=O)CCCC1.O=S1(=O)CCCC1.O=S1(=O)CCCC1.O=S1(=O)CCCC1.O=S1(=O)CCCC1.O=S1(=O)CCCC1.O=S1(=O)CCCC1.O=C1OCCO1.O=C1OCCO1.O=C1OCCO1.O=C1OCCO1.O=C1OCCO1. The HOMO-LUMO gap comes out at 10.41 eV. For the total energy, the calculation gives -6653.2512 Ha. For the highest occupied orbital energy, the calculation gives -10.17 eV. For the max |F|, the calculation gives 0.089 Eh/bohr.

=====

4.
Below is a molecular structure, C25H49AuCl3P2, with properties calculated with ωB97M-V/def2-TZVPD.

Last column: Löwdin spin population.
Atoms and positions in Å:
Au  -0.494  -0.024  -0.528  0.69
Cl  -0.045  -0.008  -2.945  0.21
P  -0.881  -2.387  -0.753  0.11
C  0.382  -3.190  -1.847  0.02
C  -0.981  -3.477  0.759  0.02
C  -2.454  -2.572  -1.715  0.01
C  1.812  -2.627  -1.762  0.00
H  0.003  -2.948  -2.850  0.00
C  0.454  -4.714  -1.672  0.01
H  1.040  -4.984  -0.782  0.00
H  0.973  -5.121  -2.549  0.00
H  -0.527  -5.196  -1.615  0.00
H  1.885  -1.671  -2.282  0.00
H  2.545  -3.334  -2.182  0.00
H  2.119  -2.479  -0.726  0.00
H  -2.184  -2.058  -2.652  0.00
C  -3.671  -1.829  -1.114  0.02
C  -2.818  -4.030  -2.041  0.01
H  -2.165  -4.456  -2.810  0.00
H  -3.844  -4.065  -2.428  0.00
H  -2.788  -4.671  -1.147  0.00
H  -3.398  -1.039  -0.404  0.02
H  -4.359  -2.520  -0.608  0.00
H  -4.223  -1.345  -1.932  0.00
C  0.262  -3.325  1.620  0.00
H  -1.017  -4.502  0.373  0.01
C  -2.227  -3.209  1.619  0.00
H  1.170  -3.694  1.133  0.00
H  0.186  -3.801  2.604  0.00
H  0.333  -2.260  1.857  0.00
H  -2.406  -2.136  1.779  0.00
H  -2.072  -3.659  2.610  0.00
H  -3.112  -3.676  1.175  0.00
Cl  -1.443  0.282  1.652  0.23
H  -2.021  0.312  -1.073  0.20
P  -0.138  2.426  -0.720  0.10
C  -1.010  3.200  -2.155  0.01
C  -0.552  3.513  0.727  0.02
C  1.658  2.652  -1.190  0.01
C  -2.399  2.605  -2.472  0.02
H  -0.346  2.941  -2.993  0.00
C  -1.128  4.730  -2.063  0.00
H  -1.959  5.020  -1.407  0.00
H  -1.344  5.117  -3.068  0.00
H  -0.214  5.221  -1.716  0.00
H  -2.293  1.627  -2.948  0.01
H  -2.944  3.261  -3.169  0.00
H  -3.014  2.494  -1.569  0.01
H  1.672  2.094  -2.142  0.00
C  2.633  1.987  -0.215  0.00
C  2.109  4.096  -1.390  0.01
H  1.714  4.522  -2.317  0.00
H  3.207  4.092  -1.442  0.00
H  1.830  4.721  -0.524  0.00
H  2.034  1.452  0.517  0.00
H  3.250  2.679  0.375  0.00
H  3.305  1.307  -0.755  0.00
C  -2.041  3.366  1.104  0.00
H  -0.391  4.540  0.368  0.00
C  0.357  3.307  1.952  0.00
H  -2.692  3.948  0.444  0.00
H  -2.198  3.714  2.134  0.00
H  -2.355  2.313  1.091  0.00
H  0.355  2.260  2.277  0.00
H  -0.037  3.911  2.781  0.00
H  1.387  3.637  1.769  0.00
Cl  0.058  -1.222  3.942  0.01
C  1.521  -0.427  3.564  0.02
C  2.242  -0.040  4.692  0.00
C  3.565  0.441  4.569  0.02
C  4.146  0.542  3.286  0.00
C  3.420  0.204  2.174  0.02
C  2.108  -0.356  2.255  0.02
C  1.648  -0.874  1.011  0.16
H  1.788  -0.177  5.682  0.00
H  4.113  0.714  5.468  0.00
H  5.197  0.875  3.148  0.00
H  3.892  0.174  1.184  0.00
H  1.856  -1.939  0.836  0.00
H  1.955  -0.250  0.140  0.00

Cartesian forces (eV/Å) of the 6 atoms listed first:
0.1 -0.1 0.6
0.5 0.0 -1.3
0.4 -0.1 0.6
0.1 -0.4 -0.2
-0.2 -0.4 0.0
-0.1 -0.2 -0.1

The energy above the lowest of the compared OMol25 structures with the same formula, charge and spin comes out at 1.155 eV. Its charge is -1. Its spin multiplicity is 3. The HOMO-LUMO gap (alpha / beta) comes out at 4.94 / 5.23 eV. For the total energy, the calculation gives -3180.8703 Ha. For the highest occupied orbital energy (alpha / beta), the calculation gives -2.06 / -2.71 eV. For the max |F|, the calculation gives 0.057 Eh/bohr.

=====

Question: max |F| of number 4 (C25H49AuCl3P2)?
Answer: 0.057 Eh/bohr